Computed, not measured: a structure of composition C22H23ClN2OPPrS in a non-equilibrium geometry, with the ωB97M-V functional and the def2-TZVPD basis.

Net charge = +2
HOMO-LUMO gap (spin up / spin down) = 6.82 / 7.23 eV
Spin multiplicity = 3
Relative energy (zero: lowest compared OMol25 entry of this formula, charge and spin) = 0.0 kcal per mole
M = 570.8 g/mol
Energy = -2753.13879 Eh
E_HOMO (spin up / spin down) = -14.189 / -14.183 eV

Element x y z (Å)
Pr1 -0.482 -1.238 1.949
Cl1 1.034 -3.135 2.774
C1 0.022 1.413 1.630
O1 0.197 2.559 1.670
P1 0.054 0.091 -0.750
C2 -1.527 -0.325 -1.609
C3 0.471 1.668 -1.554
C4 1.265 -1.118 -1.434
C5 1.685 1.885 -2.231
C6 1.938 3.120 -2.828
C7 1.019 4.163 -2.722
C8 -0.198 3.957 -2.052
C9 -0.472 2.711 -1.478
H1 2.417 1.085 -2.299
H2 2.872 3.271 -3.371
H3 1.230 5.139 -3.163
H4 -0.934 4.762 -1.976
H5 -1.439 2.546 -0.991
C10 -2.466 -1.206 -1.022
C11 -3.605 -1.579 -1.738
C12 -3.860 -1.054 -3.007
C13 -2.949 -0.166 -3.583
C14 -1.785 0.182 -2.893
H6 -2.327 -1.625 -0.010
H7 -4.315 -2.294 -1.299
H8 -4.765 -1.336 -3.560
H9 -3.123 0.263 -4.572
H10 -1.072 0.863 -3.354
C15 0.935 -1.887 -2.566
C16 1.864 -2.784 -3.098
C17 3.106 -2.972 -2.478
C18 3.422 -2.228 -1.329
C19 2.507 -1.316 -0.807
H11 -0.055 -1.778 -3.024
H12 1.599 -3.349 -4.006
H13 3.814 -3.700 -2.894
H14 4.392 -2.369 -0.863
H15 2.757 -0.769 0.098
H16 -2.725 -3.169 1.736
H17 -1.963 -3.066 1.568
S1 -2.371 -0.437 3.728
C20 -0.982 -0.041 4.622
N1 0.317 -0.478 4.352
C21 1.277 0.213 5.241
C22 0.435 1.198 6.017
N2 -0.930 0.890 5.588
H18 0.467 -1.509 4.356
H19 2.033 0.707 4.639
H20 1.766 -0.504 5.894
H21 0.665 2.246 5.775
H22 0.525 1.060 7.098
H23 -1.740 1.442 5.830